No. 1
The following is a DFT calculation (ωB97M-V/def2-TZVPD) of 2 unconnected molecules or ions with the total composition C5H13NSi.

Geometry as XYZ:
```
20
Properties=species:S:1:pos:R:3:nbo_charge:R:1
Si 0.09 1.15 0.91 1.86
N 1.33 0.18 0.93 -1.42
C 0.44 -2.68 -0.91 -0.43
C 1.55 -2.36 -1.70 -0.43
C -0.19 2.55 -0.29 -1.16
C 0.23 -1.47 -1.80 -0.42
C -0.80 1.74 2.51 -1.16
H -1.21 2.34 -0.67 0.24
H 2.50 -2.15 -1.22 0.22
H -0.44 -1.38 -2.55 0.21
H -0.33 -3.41 -1.08 0.22
H 0.68 -2.83 0.26 0.21
H 1.59 -0.69 0.42 0.40
H -0.07 2.33 3.18 0.26
H -0.30 3.47 0.09 0.24
H -1.63 2.44 2.30 0.24
H 0.51 2.45 -1.17 0.26
H -1.10 0.97 3.21 0.25
H 0.43 -0.57 -1.36 0.20
H 1.73 -3.09 -2.46 0.21
```

Its energy above the lowest of the compared OMol25 structures with the same formula, charge and spin is 387.8 kJ/mol. Its SMILES is C[Si](C)=N.C1CC1.

---

No. 2
The following is a DFT calculation (ωB97M-V/def2-TZVPD) of a molecular structure, C25H46BGdNP2.

Geometry as XYZ:
```
76
Properties=species:S:1:pos:R:3:lowdin_spin:R:1
Gd -0.72 0.68 2.84 7.32
P -0.96 -0.45 -4.74 0.00
P -0.66 2.20 -6.19 0.00
N -1.90 -1.09 3.68 -0.04
C -2.31 -2.01 4.30 0.00
C -2.44 -1.52 -4.46 0.00
C 0.46 -2.56 1.79 0.00
C -0.38 -0.41 -0.77 0.00
C -0.60 -2.32 0.99 0.00
C 1.89 -0.14 0.35 -0.01
C 1.39 1.95 3.44 -0.03
C 1.76 0.64 3.88 0.00
C -1.37 1.20 5.87 -0.01
C 0.71 0.35 -0.04 0.00
C 2.19 2.84 2.55 -0.01
C 0.23 2.35 4.18 -0.01
C 0.92 -1.02 5.68 -0.02
C -0.99 -0.55 -6.62 0.00
C -1.35 0.80 -7.24 0.00
C -0.13 1.27 5.05 -0.10
C -0.59 -1.91 -0.45 0.00
C 2.31 -1.57 0.25 0.00
C 0.98 2.27 -7.04 0.00
C -1.44 3.55 -7.14 0.00
C 0.39 -1.68 -4.47 0.00
C -0.68 3.47 3.79 0.00
C 1.90 -2.49 1.42 0.00
C 3.13 0.06 3.72 0.00
C 0.81 0.20 4.85 -0.09
B -2.87 -3.18 5.10 0.00
H -1.33 0.12 -0.58 0.00
H 1.63 -1.74 5.26 0.00
H 0.20 -2.59 -5.05 0.00
H 1.47 3.20 -6.73 0.00
H 3.83 0.57 4.39 0.00
H -1.32 0.37 6.58 0.00
H 3.52 0.16 2.70 0.00
H -2.66 -2.99 6.29 0.00
H -2.52 3.57 -6.94 0.00
H -2.34 -4.22 4.74 0.00
H 2.91 2.28 1.93 0.00
H 1.61 1.43 -6.73 0.00
H 0.26 -2.85 2.83 0.00
H 2.44 -2.19 2.33 0.00
H 1.29 -0.76 6.69 -0.01
H -0.78 4.18 4.61 0.00
H -1.02 4.50 -6.82 0.00
H 0.50 1.42 0.09 0.00
H 1.55 3.42 1.88 0.00
H -2.27 1.05 5.25 0.00
H -1.73 -1.31 -6.92 0.00
H -3.34 -0.97 -4.76 0.00
H -1.29 3.43 -8.22 0.00
H 0.85 2.27 -8.13 0.00
H -2.52 -1.75 -3.39 0.00
H 2.65 0.55 0.73 0.00
H -1.60 -2.44 1.43 0.00
H -0.22 -0.35 -1.86 0.00
H 1.97 -2.01 -0.69 0.00
H -1.62 -2.14 -0.81 0.00
H -1.50 2.14 6.42 0.00
H 1.33 -1.23 -4.79 0.00
H -4.07 -3.23 4.89 0.00
H -0.04 -1.54 5.81 0.00
H -1.71 3.12 3.56 0.00
H 3.42 -1.57 0.24 0.00
H 2.77 3.56 3.16 0.00
H 0.10 -2.52 -1.04 0.00
H 3.17 -1.01 3.99 0.00
H 2.28 -3.50 1.15 0.00
H -0.94 0.90 -8.26 0.00
H 0.45 -1.91 -3.40 0.00
H -2.36 -2.45 -5.04 0.00
H -2.44 0.94 -7.28 0.00
H -0.33 4.01 2.90 0.00
H 0.00 -0.89 -6.96 0.00
```

The net charge is +1. Its energy above the lowest of the compared OMol25 structures with the same formula, charge and spin is 0.0 kJ/mol. As for the multiplicity: 8.

---

No. 3
The following is a DFT calculation (ωB97M-V/def2-TZVPD) of a molecular structure, C21H16FN5O4RuS.

Geometry as XYZ:
```
49
Properties=species:S:1:pos:R:3:nbo_charge:R:1
Ru 0.00 -0.07 0.27 0.75
S -0.84 1.30 1.99 -0.09
F 5.76 0.93 2.37 -0.35
O 2.23 0.61 -1.96 -0.76
O -3.77 0.79 -1.08 -0.66
O -2.00 -0.40 -0.39 -0.72
O 2.90 2.77 -1.93 -0.73
N -0.30 1.46 -1.21 -0.42
N -0.20 -1.51 1.66 -0.12
N -1.05 0.38 4.46 -0.79
N -0.48 -1.23 2.96 -0.45
N 0.43 -1.78 -0.85 -0.39
C -0.15 -2.73 1.27 0.22
C 0.32 -4.16 -0.75 -0.24
C 0.79 -1.85 -2.13 0.09
C 0.20 -2.91 -0.15 0.18
C 4.49 0.71 1.93 0.38
C -0.76 0.04 3.17 0.30
C -1.61 1.72 -1.35 0.10
C -1.15 3.78 -2.44 -0.17
C 2.40 1.56 1.17 -0.12
C 2.73 -0.79 1.37 -0.23
C 0.60 2.29 -1.76 0.14
C -2.07 2.87 -1.96 -0.23
C 0.20 3.48 -2.35 -0.23
C -0.39 -3.90 2.16 -0.67
C 0.91 -3.06 -2.78 -0.25
C 2.08 1.85 -1.88 0.74
C 3.70 1.79 1.61 -0.31
C 4.03 -0.59 1.82 -0.31
C -2.58 0.64 -0.87 0.76
C 0.67 -4.23 -2.08 -0.16
C 1.88 0.26 1.04 -0.18
H -1.48 4.71 -2.90 0.21
H 4.10 2.79 1.68 0.22
H -1.13 -4.58 1.72 0.22
H 0.13 -5.05 -0.17 0.22
H 1.02 -0.89 -2.58 0.28
H 2.39 -1.82 1.28 0.19
H -0.75 -3.55 3.12 0.26
H 0.53 -4.47 2.32 0.22
H 1.21 -3.07 -3.82 0.22
H 0.97 4.13 -2.74 0.24
H -3.14 3.00 -2.04 0.24
H 1.79 2.41 0.91 0.20
H -0.97 1.35 4.69 0.40
H 4.69 -1.41 2.07 0.21
H 0.77 -5.19 -2.57 0.21
H -0.78 -0.29 5.16 0.39
```

The net charge is -1. Its energy above the lowest of the compared OMol25 structures with the same formula, charge and spin is 0.0 kJ/mol. As for the multiplicity: 2.

---

No. 4
The following is a DFT calculation (ωB97M-V/def2-TZVPD) of a molecular structure, C27H33Br9F18O12.

Geometry as XYZ:
```
99
Properties=species:S:1:pos:R:3:lowdin_charge:R:1
Br 6.62 8.03 2.52 0.59
Br 12.86 3.82 1.94 0.60
Br 9.61 10.45 -5.69 0.57
Br 11.33 8.26 -7.34 0.56
Br 11.18 2.70 4.38 0.54
Br 6.11 4.82 2.14 0.59
Br 11.87 8.68 -4.17 0.66
Br 13.92 1.22 3.81 0.58
Br 8.01 5.80 4.52 0.54
F 17.89 6.64 -4.23 0.20
F 18.80 13.54 -0.91 0.18
F 4.41 7.89 -2.56 0.17
F 17.62 12.47 -2.40 0.17
F 9.80 -0.94 -0.99 0.20
F 15.77 6.52 -3.79 0.15
F 10.92 -1.59 -2.73 0.16
F 5.86 2.05 -4.90 0.16
F 4.30 7.90 -0.41 0.16
F 5.49 9.40 -1.40 0.19
F 10.52 6.91 1.37 0.14
F 6.30 3.38 -6.52 0.18
F 11.13 9.00 1.18 0.18
F 10.73 0.51 -2.33 0.17
F 17.26 14.53 -2.09 0.17
F 16.99 7.89 -2.68 0.18
F 9.81 8.14 -0.29 0.18
F 7.12 1.34 -6.52 0.19
O 16.79 11.91 0.20 0.04
O 11.84 6.77 -1.35 0.02
O 6.23 6.13 -2.15 0.05
O 15.86 13.96 0.06 0.18
O 8.53 4.02 -5.42 0.03
O 7.24 7.41 -0.62 0.12
O 17.34 4.42 -2.61 0.17
O 12.14 -1.17 0.21 0.16
O 13.17 -0.39 -1.64 0.05
O 8.63 2.14 -4.24 0.17
O 13.22 7.54 0.23 0.15
O 17.46 6.01 -1.04 0.04
C 14.82 10.51 0.20 -0.06
C 12.12 7.40 -0.25 -0.40
C 12.13 -0.76 -0.92 -0.40
C 6.34 7.20 -1.37 -0.38
C 13.26 4.89 -1.69 -0.07
C 5.10 8.15 -1.44 -0.56
C 16.67 4.16 0.35 -0.06
C 11.31 9.50 -5.83 -1.59
C 16.99 6.71 -3.27 -0.56
C 6.67 3.84 -2.75 -0.04
C 9.40 5.31 -3.57 -0.04
C 8.07 2.83 -5.03 -0.45
C 17.59 13.40 -1.46 -0.56
C 12.96 6.30 -2.14 -0.26
C 17.24 5.56 -2.26 -0.41
C 9.72 4.54 -4.83 -0.19
C 14.46 -0.41 -1.07 -0.22
C 10.84 -0.68 -1.74 -0.57
C 12.48 2.23 2.99 -1.59
C 6.98 4.99 -1.79 -0.21
C 16.61 13.11 -0.31 -0.41
C 14.76 0.94 -0.43 -0.05
C 10.84 7.90 0.50 -0.53
C 6.81 2.39 -5.78 -0.55
C 17.84 5.06 -0.04 -0.18
C 15.76 11.38 1.03 -0.18
C 7.34 6.21 2.72 -1.55
H 16.67 3.27 -0.27 0.06
H 13.63 4.86 -0.67 0.02
H 12.07 10.22 -6.10 -0.04
H 5.62 3.55 -2.80 0.10
H 10.47 3.79 -4.56 0.13
H 14.62 -1.26 -0.40 0.13
H 12.03 1.49 2.34 -0.04
H 15.73 4.72 0.29 0.06
H 8.04 5.21 -1.88 0.08
H 18.73 4.47 -0.26 0.13
H 7.15 2.91 -2.43 0.10
H 14.04 4.39 -2.28 0.09
H 15.78 1.01 -0.05 0.08
H 16.14 10.68 1.77 0.13
H 6.87 4.59 -0.79 0.09
H 12.40 4.24 -1.88 0.08
H 15.18 12.19 1.46 0.12
H 10.25 5.13 -5.58 0.12
H 13.93 6.79 -2.01 0.11
H 10.38 5.67 -3.24 0.07
H 14.09 0.97 0.44 0.06
H 12.86 6.36 -3.22 0.06
H 15.24 -0.71 -1.78 0.13
H 18.12 5.67 0.82 0.12
H 16.83 3.84 1.38 0.09
H 7.06 3.97 -3.76 0.05
H 9.02 4.57 -2.87 0.06
H 14.02 11.10 -0.28 0.08
H 8.66 6.09 -3.73 0.11
H 14.31 9.86 0.92 0.07
H 15.22 9.89 -0.60 0.08
H 8.19 6.22 2.05 -0.06
H 14.71 1.73 -1.18 0.08
```

Its energy above the lowest of the compared OMol25 structures with the same formula, charge and spin is 166.0 kJ/mol.

---

No. 5
The following is a DFT calculation (ωB97M-V/def2-TZVPD) of 2 unconnected molecules or ions with the total composition C6H8BrN4.

Geometry as XYZ:
```
19
Properties=species:S:1:pos:R:3:nbo_charge:R:1
Br 0.64 1.85 -3.92 0.18
N -0.68 0.89 -1.65 -0.50
N -2.05 1.10 -3.51 -0.41
N 0.57 0.98 0.45 -0.46
N 0.55 -1.17 1.11 -0.65
C 1.68 -1.13 1.64 0.32
C -2.85 0.56 -2.48 -0.04
C 0.10 1.06 -0.61 0.54
C -0.87 1.27 -3.02 0.30
C -2.12 0.50 -1.32 -0.08
C 1.99 -0.65 3.05 -0.68
H -0.22 -0.38 1.40 0.50
H 0.57 -1.99 0.41 0.47
H 2.92 -0.04 3.17 0.28
H 1.24 -0.22 3.57 0.24
H -3.91 0.49 -2.63 0.25
H 2.47 -1.72 1.17 0.22
H 2.40 -1.62 3.44 0.28
H -2.42 0.22 -0.29 0.23
```

The net charge is +1. Its energy above the lowest of the compared OMol25 structures with the same formula, charge and spin is 189.2 kJ/mol.

---

| no. | F_max (hartree/bohr) |
| --- | --- |
| 1 | 0.111 |
| 2 | 0.064 |
| 3 | 0.010 |
| 4 | 0.050 |
| 5 | 0.109 |